*1*
An isolated molecule of C5H6NOP, computed with wB97M-V/def2-TZVPD.

Last column: Mulliken charge in e.
Element x y z (Å)
1 P -1.15 -0.42 -2.42  -0.129
2 O -2.94 1.77 -0.53  -0.338
3 N 0.46 1.73 -3.37  -0.460
4 C 0.15 -0.80 -1.07  -0.974
5 C -0.93 0.74 0.64  -0.349
6 C 0.40 0.24 0.03  -0.847
7 C -0.25 0.95 -2.92  0.472
8 C -1.93 1.20 -0.41  0.169
9 H 1.06 -1.11 -1.43  0.469
10 H 0.83 1.11 -0.36  0.448
11 H -0.70 1.53 1.34  0.400
12 H 0.85 -0.19 0.83  0.414
13 H -1.33 -0.32 0.93  0.291
14 H -0.08 -1.82 -0.56  0.432

Calculated values
gap between HOMO and LUMO (alpha / beta) = 7.559 / 7.555 eV
charge = 0

=====

*2*
An isolated molecule of C5H6NOP, computed with wB97M-V/def2-TZVPD.

Last column: Mulliken charge in e.
Element x y z (Å)
1 P -0.08 -2.17 -0.69  0.758
2 O -1.05 -3.35 -0.56  -0.608
3 N 1.32 -2.50 -1.27  -0.621
4 C 0.19 1.78 0.60  -0.336
5 C -1.25 0.14 0.61  -0.121
6 C -0.22 -0.32 -0.15  0.040
7 C -0.99 1.45 1.12  -0.731
8 C 0.73 0.76 -0.38  -0.696
9 H 0.71 1.24 -1.27  0.326
10 H 1.85 -1.74 -1.24  0.299
11 H 0.68 2.76 0.68  0.387
12 H -2.01 -0.53 0.77  0.524
13 H -1.57 1.96 1.89  0.409
14 H 1.68 0.50 -0.11  0.370

Calculated values
gap between HOMO and LUMO = 9.171 eV
charge = 0

=====

Tell me which of them is the least stable. Sure, it is *1*.

=====

*1*
A cluster of 2 separate species, CH4NO3S in total, computed with wB97M-V/def2-TZVPD.

Last column: Mulliken charge in e.
Element x y z (Å)
1 S 0.48 -2.97 1.13  0.311
2 O 0.63 0.28 -0.63  -0.162
3 O -0.64 -3.87 0.79  -0.544
4 O 0.24 -2.41 2.55  -0.616
5 N 0.43 -0.92 -1.34  -0.401
6 C -0.49 0.31 0.20  -0.328
7 H 1.25 -0.81 -1.95  0.174
8 H -1.35 -0.02 -0.35  0.244
9 H -0.42 -0.35 1.13  0.138
10 H -0.49 1.44 0.45  0.184

Calculated values
gap between HOMO and LUMO (alpha / beta) = 5.271 / 8.727 eV
charge = -1

=====

*2*
A cluster of 2 separate species, CH4NO3S in total, computed with wB97M-V/def2-TZVPD.

Last column: Mulliken charge in e.
Element x y z (Å)
1 S -1.03 1.50 -0.25  0.396
2 O -2.45 1.80 -0.68  -0.640
3 O -0.95 1.28 1.14  -0.571
4 O 2.57 -1.59 1.75  -0.253
5 N 2.64 -0.57 0.98  -0.065
6 C -0.65 -0.28 -0.86  -0.713
7 H -1.48 -0.85 -0.66  0.291
8 H -0.46 -0.25 -1.90  0.284
9 H 0.21 -0.67 -0.31  -0.061
10 H 1.60 -0.35 0.80  0.334

Calculated values
gap between HOMO and LUMO = 5.068 eV
charge = -1

=====

*3*
A cluster of 2 separate species, CH4NO3S in total, computed with wB97M-V/def2-TZVPD.

Last column: Mulliken charge in e.
Element x y z (Å)
1 S -1.62 -0.63 0.04  0.820
2 O -1.75 -1.96 -0.55  -0.561
3 O -2.24 -0.44 1.35  -0.531
4 O -1.73 0.48 -0.95  -0.535
5 N 1.14 -0.44 0.60  -0.574
6 C 1.28 0.68 -0.35  -0.530
7 H 2.36 0.88 -0.42  0.278
8 H 0.89 0.24 -1.30  0.210
9 H 0.95 -0.37 1.60  0.184
10 H 0.72 1.56 -0.03  0.238

Calculated values
gap between HOMO and LUMO (alpha / beta) = 9.063 / 7.199 eV
charge = -1

=====

Tell me which of them is the least stable. Sure, it is *1*.

=====

*1*
A structure of composition C2HClF2O2, computed with wB97M-V/def2-TZVPD.

Last column: Mulliken charge in e.
Element x y z (Å)
1 Cl 2.10 0.38 -0.16  -0.154
2 F -0.64 1.38 -1.04  -0.229
3 F -0.83 1.41 1.18  -0.237
4 O 0.21 -1.80 -0.85  -0.132
5 O 0.65 -1.59 0.45  -0.073
6 C -0.68 0.60 0.10  0.302
7 C 0.63 -0.28 0.15  0.332
8 H -1.44 -0.10 0.18  0.191

Calculated values
gap between HOMO and LUMO (alpha / beta) = 9.052 / 9.309 eV
charge = 0
spin multiplicity = 3

=====

*2*
A cluster of 2 separate species, C2HClF2O2 in total, computed with wB97M-V/def2-TZVPD.

Last column: Mulliken charge in e.
Element x y z (Å)
1 Cl -0.04 -3.25 2.53  -0.134
2 F 2.05 -0.31 0.79  -0.186
3 F 2.94 -2.02 1.70  -0.228
4 O -0.76 -0.05 0.91  -0.185
5 O -1.41 -0.37 -0.18  -0.194
6 C 1.77 -1.48 1.33  0.470
7 C 0.70 -2.04 1.81  0.087
8 H -0.70 -0.36 -0.99  0.370

Calculated values
gap between HOMO and LUMO (alpha / beta) = 9.325 / 8.054 eV
charge = 0
spin multiplicity = 3

=====

Tell me which of them is the least stable. Sure, it is *2*.